13
Properties=species:S:1:pos:R:3:nbo_charge:R:1 method="wB97M-V/def2-TZVPD" orbital_gap_ev=9.8 de_lowest_kcal_mol=44.48 smiles="C/N=C/C(C)=O" e_tot_ev=-7797.7155 multiplicity=1
C -0.412 -0.801 0.010 0.0202
C -1.890 -0.261 0.026 0.5324
C -2.079 1.205 -0.102 -0.7358
C 1.908 -0.778 -0.068 -0.4484
N 0.654 -0.084 0.014 -0.3645
O -2.824 -1.080 0.011 -0.5162
H -0.411 -1.893 -0.137 0.1610
H -2.202 1.693 0.937 0.2534
H -1.350 1.661 -0.767 0.2448
H -3.011 1.519 -0.562 0.2415
H 1.786 -1.721 -0.544 0.1847
H 2.696 -0.100 -0.579 0.2104
H 2.361 -1.030 0.903 0.2165